Record 1
This record from the Open Molecules 2025 dataset describes an isolated molecule of C2H2ClN at a distorted geometry. The level of theory is ωB97M-V with the def2-TZVPD basis set.

The calculation puts the HOMO-LUMO gap (alpha / beta) at 7.709 / 7.711 eV. The SMILES is C#CNCl. The HOMO energy (alpha / beta) comes out at -9.94 / -9.94 eV. Its charge is 0. As for the energy above the lowest of the compared OMol25 structures with the same formula, charge and spin: 82.2 kcal/mol.

Structure (XYZ):
```
6
Properties=species:S:1:pos:R:3:lowdin_charge:R:1
C 0.55 -1.23 0.61 0.147
C 0.38 -0.19 0.03 -0.383
N 0.21 0.88 -0.68 -0.129
Cl -1.19 2.18 0.31 0.246
H 0.37 -2.13 1.17 0.044
H -0.32 0.49 -1.44 0.075
```

Record 2
This record from the Open Molecules 2025 dataset describes a structure of composition C5H12Br3NSi at a distorted geometry. The level of theory is ωB97M-V with the def2-TZVPD basis set.

The calculation puts the HOMO-LUMO gap at 9.683 eV. The HOMO energy comes out at -9.24 eV. Its charge is 0. As for the energy above the lowest of the compared OMol25 structures with the same formula, charge and spin: 0.0 kcal/mol.

Structure (XYZ):
```
22
Properties=species:S:1:pos:R:3:lowdin_charge:R:1
C -0.35 1.01 -1.21 -0.040
C -1.05 -0.52 0.64 -0.059
C 0.46 1.36 1.15 -0.085
C 0.86 -2.30 -0.61 0.076
C 0.10 0.32 0.09 -0.683
N 1.26 -0.50 -0.20 -0.195
Si 2.93 -0.26 -0.12 -0.765
Br 3.82 -1.17 1.72 0.295
Br 3.61 1.85 -0.18 0.369
Br 3.95 -1.22 -1.85 0.334
H 0.48 1.55 -1.66 0.077
H -0.71 0.27 -1.92 0.079
H -1.15 1.71 -1.00 0.086
H -1.45 -1.20 -0.10 0.068
H -1.86 0.13 0.96 0.085
H -0.72 -1.10 1.51 0.089
H 1.00 0.90 1.98 0.081
H 1.07 2.16 0.74 0.020
H -0.45 1.80 1.55 0.083
H 1.74 -2.65 -1.14 -0.016
H 0.72 -2.75 0.35 0.054
H -0.01 -2.22 -1.23 0.047
```

Record 3
This record from the Open Molecules 2025 dataset describes a cluster of 2 separate species, C5H13NO in total at a distorted geometry. The level of theory is ωB97M-V with the def2-TZVPD basis set.

The calculation puts the HOMO-LUMO gap at 8.968 eV. The SMILES is CCC/C=C/N.O. The HOMO energy comes out at -8.01 eV. Its charge is 0. As for the energy above the lowest of the compared OMol25 structures with the same formula, charge and spin: 57.3 kcal/mol.

Structure (XYZ):
```
20
Properties=species:S:1:pos:R:3:lowdin_charge:R:1
C -2.07 -1.59 0.52 -0.130
C -1.36 -0.90 1.72 -0.251
C -0.85 0.61 1.37 -0.203
C 0.43 0.42 0.56 -0.136
C 1.04 1.49 -0.01 -0.241
N 1.89 1.37 -1.10 0.008
H -1.61 -1.51 -0.53 0.095
H -2.44 -2.50 1.01 0.066
H -3.00 -1.04 0.31 0.058
H -0.49 -1.45 1.98 0.072
H -2.04 -0.82 2.58 0.097
H -0.68 1.17 2.38 0.123
H -1.46 1.28 0.86 0.062
H 0.81 -0.67 0.41 0.132
H 0.60 2.48 0.18 0.115
H 2.72 0.85 -0.78 0.101
H 2.17 2.31 -1.35 0.076
H 1.94 -1.20 -3.66 0.058
H 1.91 0.20 -3.23 -0.040
O 2.48 -0.51 -3.22 -0.060
```

Record 4
This record from the Open Molecules 2025 dataset describes a cluster of 2 separate species, C4H14NO in total at a distorted geometry. The level of theory is ωB97M-V with the def2-TZVPD basis set.

The calculation puts the HOMO-LUMO gap at 12.324 eV. The HOMO energy comes out at -15.64 eV. Its charge is +1. As for the energy above the lowest of the compared OMol25 structures with the same formula, charge and spin: 42.7 kcal/mol.

Structure (XYZ):
```
20
Properties=species:S:1:pos:R:3:lowdin_charge:R:1
C -0.85 1.19 -0.41 -0.088
C 0.35 0.53 -0.12 -0.424
C 0.86 -0.22 -1.39 -0.175
C 2.39 -0.60 -1.36 -0.071
N 0.19 -0.47 0.98 0.200
H -0.61 1.55 -1.42 0.110
H -1.70 0.57 -0.60 0.095
H -1.25 1.96 0.22 0.103
H 1.23 1.18 0.36 0.203
H 0.77 0.60 -2.19 0.140
H 0.18 -1.04 -1.52 0.113
H 2.69 -1.42 -0.69 0.083
H 2.89 0.36 -1.42 0.077
H 2.68 -1.04 -2.29 0.065
H 0.26 0.03 1.87 0.162
H 0.87 -1.17 1.06 0.139
H -0.87 -0.61 0.82 0.143
H -2.38 0.38 2.52 0.128
H -3.26 -0.31 1.36 0.078
O -2.42 -0.40 1.85 -0.082
```

Record 5
This record from the Open Molecules 2025 dataset describes a cluster of 5 separate species, C37H48F6N2O14 in total at a distorted geometry. The level of theory is ωB97M-V with the def2-TZVPD basis set.

The calculation puts the HOMO-LUMO gap at 8.885 eV. The SMILES is C#Cc1c(CCCCNC(C)=O)cc2c(c1C(=O)C(F)(F)C(F)(F)C(F)(F)C(=O)O)C(=O)NC2=O.CCOC(C)=O.CCOC(C)=O.CCOC(C)=O.CCOC(C)=O. The HOMO energy comes out at -9.18 eV. Its charge is 0.

Structure (XYZ):
```
107
Properties=species:S:1:pos:R:3:lowdin_charge:R:1
C -2.57 0.19 0.70 0.172
C -1.59 0.80 1.02 -0.089
C -0.34 1.29 1.51 -0.127
C 0.80 1.04 0.72 -0.114
C 0.64 0.29 -0.59 -0.134
C 1.72 0.58 -1.63 -0.199
C 1.50 -0.23 -2.91 -0.198
C 2.07 -1.63 -2.80 -0.226
N 1.68 -2.46 -3.97 0.011
C 1.98 -3.85 -3.68 -0.512
C 0.79 -4.77 -3.69 -0.023
O 3.10 -4.23 -3.47 0.089
C 2.04 1.50 1.13 0.077
C 2.12 2.20 2.31 -0.063
C 1.01 2.46 3.09 -0.021
C -0.25 2.02 2.71 -0.020
C -1.41 2.42 3.60 -0.195
O -1.54 3.57 3.90 0.196
C -2.43 1.41 4.20 -0.367
F -3.13 2.05 5.15 0.153
F -3.34 0.99 3.29 0.134
C -1.80 0.13 4.82 -0.344
F -1.28 -0.63 3.85 0.172
F -2.82 -0.56 5.41 0.144
C -0.73 0.39 5.92 -0.360
F -0.91 1.56 6.52 0.182
F 0.51 0.32 5.36 0.152
C -0.81 -0.72 7.00 -0.428
O -1.12 -0.52 8.13 0.177
O -0.51 -1.92 6.49 0.152
C 1.47 3.26 4.28 -0.355
O 0.89 3.59 5.28 0.143
N 2.82 3.62 4.01 0.180
C 3.32 2.80 2.97 -0.390
O 4.48 2.61 2.71 0.127
H -3.45 -0.36 0.45 0.049
H 0.53 -0.78 -0.40 0.130
H -0.31 0.63 -1.02 0.116
H 1.72 1.64 -1.87 0.123
H 2.69 0.27 -1.22 0.104
H 2.06 0.26 -3.71 0.111
H 0.46 -0.25 -3.23 0.116
H 3.16 -1.59 -2.76 0.120
H 1.74 -2.15 -1.89 0.121
H 2.26 -2.20 -4.77 0.117
H 0.35 -4.73 -4.68 0.082
H 0.05 -4.40 -2.98 0.087
H 1.13 -5.76 -3.43 0.074
H 2.93 1.35 0.54 0.125
H -0.80 -2.58 7.15 0.133
H 3.42 3.53 4.82 0.162
O -1.30 3.69 0.31 0.114
C -2.18 4.38 -0.14 -0.496
O -3.38 3.82 -0.37 0.005
C -4.53 4.58 -0.75 -0.234
C -4.57 4.82 -2.25 -0.060
C -1.94 5.82 -0.51 0.025
H -4.59 5.51 -0.18 0.113
H -5.38 3.97 -0.45 0.122
H -3.71 5.41 -2.58 0.068
H -5.48 5.35 -2.52 0.081
H -4.54 3.87 -2.78 0.084
H -1.48 5.86 -1.50 0.074
H -1.25 6.25 0.22 0.095
H -2.84 6.44 -0.51 0.072
O 2.04 -6.34 -5.63 0.098
C 2.94 -6.61 -6.39 -0.504
O 3.24 -7.91 -6.59 0.007
C 4.18 -8.35 -7.57 -0.237
C 5.60 -8.29 -7.05 -0.064
C 3.77 -5.54 -7.04 0.018
H 4.06 -7.79 -8.50 0.112
H 3.90 -9.38 -7.78 0.122
H 5.91 -7.28 -6.81 0.068
H 6.29 -8.69 -7.80 0.081
H 5.70 -8.89 -6.14 0.084
H 4.52 -5.21 -6.32 0.098
H 3.12 -4.70 -7.28 0.091
H 4.27 -5.84 -7.96 0.068
O -4.07 -8.38 7.99 0.112
C -3.58 -7.30 7.86 -0.527
O -3.84 -6.35 8.78 0.000
C -3.19 -5.08 8.80 -0.240
C -3.85 -4.08 7.87 -0.059
C -2.74 -6.95 6.64 0.011
H -2.12 -5.19 8.60 0.109
H -3.27 -4.73 9.83 0.125
H -3.80 -4.40 6.83 0.070
H -3.37 -3.10 7.95 0.072
H -4.90 -3.97 8.13 0.087
H -3.41 -6.70 5.82 0.097
H -2.16 -7.83 6.37 0.091
H -2.05 -6.13 6.80 0.063
O -0.60 5.33 -4.02 0.104
C 0.11 6.28 -4.15 -0.527
O 0.00 7.29 -3.26 -0.013
C 0.89 8.41 -3.20 -0.232
C 0.49 9.50 -4.18 -0.064
C 1.06 6.42 -5.32 0.015
H 1.92 8.08 -3.33 0.115
H 0.80 8.78 -2.18 0.124
H 0.54 9.15 -5.21 0.068
H 1.15 10.36 -4.07 0.083
H -0.53 9.81 -3.99 0.084
H 0.50 6.78 -6.18 0.098
H 1.46 5.44 -5.54 0.092
H 1.90 7.09 -5.13 0.070
```

Record 6
This record from the Open Molecules 2025 dataset describes an isolated molecule of C3H11N2 at a distorted geometry. The level of theory is ωB97M-V with the def2-TZVPD basis set.

The calculation puts the HOMO-LUMO gap (alpha / beta) at 4.803 / 9.932 eV. The expectation value of S² is 0.751. The HOMO energy (alpha / beta) comes out at -3.82 / -9.11 eV. The spin multiplicity is 2. Its charge is 0. As for the energy above the lowest of the compared OMol25 structures with the same formula, charge and spin: 49.3 kcal/mol.

Structure (XYZ):
```
16
Properties=species:S:1:pos:R:3:lowdin_charge:R:1
C -0.70 1.36 -0.28 -0.270
C -0.60 0.03 0.53 -0.233
C 0.75 -0.67 0.34 -0.286
N 1.18 -1.77 1.38 -0.049
N -0.59 1.01 -1.72 -0.021
H -0.01 2.14 0.00 0.090
H -1.71 1.76 -0.06 0.100
H -1.40 -0.71 0.16 0.117
H -0.78 0.19 1.60 0.104
H 0.84 -1.17 -0.60 0.053
H 1.46 0.19 0.39 0.106
H 1.87 -1.62 2.17 0.072
H 0.46 -2.53 1.52 0.066
H -0.68 1.86 -2.41 0.050
H 0.39 0.61 -1.98 0.055
H -1.26 0.26 -2.01 0.047
```

Record 7
This record from the Open Molecules 2025 dataset describes a cluster of 9 separate species, C16H32Cl18O5P in total at a distorted geometry. The level of theory is ωB97M-V with the def2-TZVPD basis set.

The calculation puts the HOMO-LUMO gap at 4.338 eV. The HOMO energy comes out at -2.86 eV. Its charge is -1.

Structure (XYZ):
```
72
Properties=species:S:1:pos:R:3:lowdin_charge:R:1
O 0.85 -0.26 2.22 0.022
C 1.66 0.18 1.41 -0.522
O 1.80 1.55 1.23 -0.083
C 2.04 1.85 -0.17 -0.192
C 0.95 2.95 -0.59 -0.202
C -0.48 2.65 0.01 -0.199
C -1.06 1.34 -0.71 -0.317
C -2.47 0.84 -0.09 -0.526
C -2.40 -0.72 0.30 -0.275
P -1.85 -1.89 -1.05 0.635
O -2.93 -2.98 -1.18 -0.390
O -1.61 -1.19 -2.55 -0.221
O -0.43 -2.70 -0.58 -0.206
H 2.32 -0.49 0.78 0.077
H 1.89 0.96 -0.85 0.119
H 3.09 2.25 -0.27 0.087
H 1.36 3.97 -0.31 0.058
H 0.84 2.97 -1.72 0.116
H -1.13 3.55 -0.23 0.115
H -0.50 2.56 1.14 0.106
H -1.27 1.68 -1.77 0.044
H -0.27 0.53 -0.82 0.078
H -2.54 1.40 0.90 0.083
H -1.79 -0.91 1.25 0.077
H -3.47 -1.02 0.58 0.089
H -2.45 -0.96 -2.98 0.031
H 0.29 -2.13 -0.94 0.059
C -2.05 -5.79 -1.58 -1.034
Cl -3.17 -7.07 -2.08 0.486
Cl -1.24 -6.20 -0.06 0.500
H -1.29 -5.66 -2.35 0.029
H -2.60 -4.86 -1.45 -0.030
C -4.18 1.70 -3.42 -0.963
Cl -5.39 0.50 -3.95 0.425
Cl -3.36 1.12 -1.89 0.636
H -3.44 1.82 -4.21 0.002
H -4.68 2.65 -3.23 0.003
C 4.95 -1.47 3.37 -0.989
Cl 6.58 -1.34 2.69 0.513
Cl 3.76 -0.63 2.36 0.693
H 4.68 -2.52 3.44 -0.035
H 4.94 -1.02 4.36 -0.013
C 4.72 4.97 -0.08 -1.068
Cl 3.76 5.59 1.26 0.517
Cl 3.71 4.62 -1.49 0.565
H 5.46 5.72 -0.36 0.019
H 5.22 4.06 0.23 -0.071
C -4.63 -3.88 -3.85 -1.022
Cl -3.06 -3.64 -4.63 0.516
Cl -5.96 -3.38 -4.91 0.482
H -4.74 -4.94 -3.61 0.002
H -4.66 -3.29 -2.94 0.013
C -8.97 -0.48 -3.85 -1.047
Cl -8.70 -1.03 -2.20 0.493
Cl -10.49 0.43 -3.98 0.478
H -8.15 0.17 -4.15 -0.028
H -9.02 -1.34 -4.51 0.021
C 7.44 4.95 2.77 -1.006
Cl 8.91 4.55 3.65 0.510
Cl 7.23 3.92 1.35 0.577
H 6.58 4.81 3.43 0.029
H 7.49 5.99 2.45 0.031
C 3.18 0.75 6.11 -1.037
Cl 4.29 -0.25 7.06 0.502
Cl 2.25 1.84 7.15 0.510
H 3.75 1.34 5.40 0.026
H 2.49 0.10 5.58 0.028
C 1.45 -3.71 1.82 -1.002
Cl 2.44 -3.61 3.29 0.549
Cl 2.36 -4.45 0.49 0.511
H 0.57 -4.32 2.02 0.025
H 1.15 -2.71 1.53 -0.010
```

Record 8
This record from the Open Molecules 2025 dataset describes the ion C4H10NS with charge -1 at a distorted geometry. The level of theory is ωB97M-V with the def2-TZVPD basis set.

The calculation puts the HOMO-LUMO gap at 5.700 eV. The SMILES is CNCCC[S-]. The HOMO energy comes out at -2.12 eV. Its charge is -1. As for the energy above the lowest of the compared OMol25 structures with the same formula, charge and spin: 19.8 kcal/mol.

Structure (XYZ):
```
16
Properties=species:S:1:pos:R:3:lowdin_charge:R:1
C -0.08 1.13 0.19 -0.314
C 0.46 1.33 1.58 -0.816
S -0.14 2.85 2.47 0.000
C 0.72 -0.04 -0.52 -0.271
N -0.02 -0.89 -1.37 -0.157
C -0.80 -1.95 -0.76 -0.160
H -1.15 0.86 0.22 0.087
H -0.10 2.12 -0.30 0.075
H 1.51 1.62 1.55 0.003
H 0.32 0.36 2.07 0.045
H 1.39 0.56 -1.17 0.104
H 1.43 -0.54 0.14 0.107
H -0.50 -0.51 -2.16 0.094
H -0.10 -2.72 -0.42 0.069
H -1.39 -2.47 -1.53 0.065
H -1.56 -1.72 0.00 0.069
```